1.
Formula: C5H6O
Source: the OMol25 dataset
Level of theory: the ωB97M-V functional and the def2-TZVPD basis

SMILES ... C#C[C@@H]1C[C@@H]1O
HOMO ... -8.372 eV
Relative energy (zero: lowest compared OMol25 entry of this formula, charge and spin) ... 364.0 kJ/mol
2S+1 ... 1
HOMO-LUMO gap ... 0.3454 Eh

Geometry as XYZ:
```
12
Properties=species:S:1:pos:R:3:forces:R:3
O -1.339655 1.385444 -0.244477 0.19 0.76 -0.71
C -1.275318 0.186987 0.335785 2.18 -1.39 4.22
C -0.835393 -1.061538 -0.264683 0.14 -0.49 -0.50
C 0.262512 -0.527497 0.636265 0.30 -0.13 -1.39
C 1.352073 0.184693 0.046265 0.29 0.25 -0.43
C 2.208834 0.862467 -0.477981 -0.45 -0.27 0.24
H -0.565635 1.493543 -0.825554 -0.12 0.17 0.05
H -1.287590 0.129152 1.471472 -1.98 0.62 -1.42
H -0.646180 -0.996959 -1.331883 0.03 -0.12 0.05
H -1.302942 -1.991795 0.047976 -0.01 0.13 -0.11
H 0.492305 -1.113580 1.531422 -0.41 0.61 -0.10
H 2.992618 1.427127 -0.935137 -0.17 -0.12 0.10
```
Positions in Å, forces in eV/Å.

Atom charges from the natural (NBO) analysis, given in e for atoms 1 to 8: -0.672 0.146 -0.441 -0.377 -0.017 -0.290 0.486 0.219



2.
Formula: C5H6O
Source: the OMol25 dataset
Level of theory: the ωB97M-V functional and the def2-TZVPD basis

SMILES ... C#C[C@@H](C)C=O
HOMO ... -9.886 eV
Relative energy (zero: lowest compared OMol25 entry of this formula, charge and spin) ... 188.3 kJ/mol
2S+1 ... 1
HOMO-LUMO gap ... 0.3961 Eh

Geometry as XYZ:
```
12
Properties=species:S:1:pos:R:3:forces:R:3
C 0.543443 -0.728723 1.146792 0.16 -0.06 0.12
C -0.413769 -0.036234 0.162848 0.07 -0.02 -0.10
C -0.180337 1.463856 0.308269 -0.03 0.07 0.41
O 0.396588 2.173463 -0.465390 -0.20 -0.19 0.11
C -0.249489 -0.418835 -1.232970 -0.28 -0.20 -0.56
C -0.238681 -0.614726 -2.418015 0.11 0.04 0.18
H 0.415239 -1.815088 1.144128 -0.10 0.22 -0.02
H 1.584340 -0.513049 0.899746 -0.07 0.01 -0.08
H 0.355151 -0.348637 2.155365 0.02 -0.13 -0.05
H -1.443053 -0.260926 0.492618 0.24 0.17 -0.18
H -0.552104 1.843095 1.285755 0.05 0.14 -0.10
H -0.217328 -0.744196 -3.479147 0.04 -0.07 0.26
```
Positions in Å, forces in eV/Å.

Atom charges from the natural (NBO) analysis, given in e for atoms 1 to 8: -0.586 -0.405 0.462 -0.490 -0.019 -0.206 0.228 0.222



3.
Formula: C5H6O
Source: the OMol25 dataset
Level of theory: the ωB97M-V functional and the def2-TZVPD basis

SMILES ... C=C/C=C\C=O
HOMO ... -9.432 eV
Relative energy (zero: lowest compared OMol25 entry of this formula, charge and spin) ... 209.0 kJ/mol
2S+1 ... 1
HOMO-LUMO gap ... 0.3253 Eh

Geometry as XYZ:
```
12
Properties=species:S:1:pos:R:3:forces:R:3
C 0.116870 0.815368 -0.097964 -3.05 -2.18 -0.70
C 1.007792 -0.255662 -0.440506 2.06 -1.67 1.28
C -1.233143 0.767552 0.007112 0.54 5.12 0.65
C 2.089449 -0.469032 0.355949 0.67 -1.15 -1.03
C -2.047582 -0.351180 0.020570 -2.93 -2.97 -2.11
O -3.280694 -0.381508 0.158214 2.28 0.24 0.32
H 0.564478 1.684912 0.168807 1.31 2.72 0.42
H 0.863744 -1.029514 -1.244804 -0.24 1.21 0.83
H -1.801700 1.786154 0.127646 1.18 -1.99 0.20
H 2.511129 0.019758 1.263833 -1.04 0.20 -0.91
H 2.723587 -1.330094 0.061587 -0.40 0.52 0.28
H -1.513928 -1.256756 -0.380442 -0.36 -0.06 0.78
```
Positions in Å, forces in eV/Å.

Atom charges from the natural (NBO) analysis, given in e for atoms 1 to 8: -0.108 -0.271 -0.301 -0.337 0.359 -0.516 0.210 0.236



4.
Formula: C5H6O
Source: the OMol25 dataset
Level of theory: the ωB97M-V functional and the def2-TZVPD basis

SMILES ... C#CCC(C)=O
HOMO ... -9.692 eV
Relative energy (zero: lowest compared OMol25 entry of this formula, charge and spin) ... 148.1 kJ/mol
2S+1 ... 1
HOMO-LUMO gap ... 0.3876 Eh

Geometry as XYZ:
```
12
Properties=species:S:1:pos:R:3:forces:R:3
C 0.748879 0.550452 -1.323153 0.06 0.04 -0.04
C 0.305365 1.132269 -0.003015 0.10 0.22 0.03
O 0.757271 2.160072 0.445687 -0.19 -0.39 -0.16
C -0.797836 0.379823 0.752623 -0.04 0.05 0.08
C -0.542492 -1.055547 0.887565 0.11 -0.51 0.04
C -0.309361 -2.231147 1.002327 -0.09 0.48 -0.04
H 1.445580 1.236466 -1.807467 -0.10 -0.10 0.07
H -0.116002 0.372574 -1.972726 0.10 0.02 0.12
H 1.230758 -0.419307 -1.160253 -0.08 0.13 0.00
H -1.738164 0.532927 0.204097 0.14 -0.03 0.06
H -0.906884 0.852383 1.732992 0.02 -0.09 -0.12
H -0.106949 -3.273676 1.115269 -0.04 0.19 -0.03
```
Positions in Å, forces in eV/Å.

Atom charges from the natural (NBO) analysis, given in e for atoms 1 to 8: -0.729 0.614 -0.524 -0.591 0.003 -0.246 0.239 0.231



5.
Formula: C5H6O
Source: the OMol25 dataset
Level of theory: the ωB97M-V functional and the def2-TZVPD basis

HOMO (alpha / beta) ... -7.501 / -7.500 eV
Relative energy (zero: lowest compared OMol25 entry of this formula, charge and spin) ... 555.5 kJ/mol
2S+1 ... 1
HOMO-LUMO gap (alpha / beta) ... 0.2662 / 0.2662 Eh

Geometry as XYZ:
```
12
Properties=species:S:1:pos:R:3:forces:R:3
C 1.607969 0.259057 0.695071 0.01 -0.03 -0.18
C 1.514438 0.090957 -0.594152 -0.01 0.05 0.28
C 0.123627 0.097904 -1.114866 0.00 -0.02 -0.29
C -0.787778 -0.834504 -0.247852 0.06 -0.18 0.11
C -1.010941 0.435388 0.514402 -0.06 0.10 -0.18
O -0.686385 1.248095 -0.443915 -0.02 -0.09 0.23
H 2.444188 0.204237 1.384318 -0.14 0.00 -0.10
H -0.045982 0.178373 -2.187539 0.03 -0.02 0.21
H -1.695291 -1.126596 -0.787336 0.10 0.10 0.08
H -0.323037 -1.682420 0.248356 -0.09 0.12 -0.07
H 0.582290 0.449834 1.269337 0.00 0.01 -0.03
H -1.553023 0.769161 1.393381 0.11 -0.05 -0.08
```
Positions in Å, forces in eV/Å.

Atom charges from the natural (NBO) analysis, given in e for atoms 1 to 8: -0.468 -0.198 0.042 -0.496 0.268 -0.410 0.227 0.210



6.
Formula: C5H6O
Source: the OMol25 dataset
Level of theory: the ωB97M-V functional and the def2-TZVPD basis

HOMO ... -8.466 eV
Relative energy (zero: lowest compared OMol25 entry of this formula, charge and spin) ... 506.2 kJ/mol
2S+1 ... 1
HOMO-LUMO gap ... 0.2739 Eh

Geometry as XYZ:
```
12
Properties=species:S:1:pos:R:3:forces:R:3
C 2.137731 -1.137031 -0.211858 -0.23 0.18 0.49
C 1.334843 -0.095187 0.355578 0.01 -0.12 -0.11
C 0.040449 0.056641 -0.006858 0.00 0.02 0.09
C -1.073129 -0.705521 -0.675501 0.19 -0.28 -0.11
O -2.012029 0.327883 -0.312657 -0.17 0.03 -0.04
C -0.976573 1.113174 0.293299 0.12 0.20 0.16
H 3.126792 -1.066025 0.296899 -0.19 -0.06 -0.29
H 1.681275 0.639878 1.090170 0.15 0.04 -0.19
H -1.023329 -0.873887 -1.756613 0.14 0.07 0.16
H -1.298147 -1.651729 -0.167723 0.07 0.10 -0.13
H -1.150291 1.344796 1.351384 -0.04 -0.07 -0.13
H -0.787592 2.047003 -0.256118 -0.05 -0.11 0.10
```
Positions in Å, forces in eV/Å.

Atom charges from the natural (NBO) analysis, given in e for atoms 1 to 8: -0.136 -0.443 0.231 -0.132 -0.521 -0.137 0.100 0.188



7.
Formula: C5H6O
Source: the OMol25 dataset
Level of theory: the ωB97M-V functional and the def2-TZVPD basis

SMILES ... C#CC[C@H]1CO1
HOMO ... -10.039 eV
Relative energy (zero: lowest compared OMol25 entry of this formula, charge and spin) ... 414.1 kJ/mol
2S+1 ... 1
HOMO-LUMO gap ... 0.3841 Eh

Geometry as XYZ:
```
12
Properties=species:S:1:pos:R:3:forces:R:3
C -1.416064 -1.059937 1.949927 -0.36 -0.43 0.02
C -1.321105 -0.689843 0.803205 0.48 0.46 1.41
C -0.419484 0.457012 0.456202 0.12 0.40 -0.37
C 0.753219 -0.028782 -0.330108 -0.04 -0.08 0.00
C 0.736916 0.130062 -1.772173 -0.07 -0.16 -0.39
O 1.512564 0.992815 -0.943274 0.25 0.19 -0.14
H -1.295871 -1.106320 3.001378 -0.54 -0.75 0.35
H -0.052216 0.870333 1.405470 -0.09 0.09 -0.38
H -0.965101 1.246185 -0.054454 0.16 0.03 -0.32
H 1.325740 -0.839987 0.129004 -0.09 0.20 -0.15
H -0.151583 0.581821 -2.213330 0.20 -0.04 -0.04
H 1.304702 -0.544763 -2.405288 -0.02 0.09 0.01
```
Positions in Å, forces in eV/Å.

Atom charges from the natural (NBO) analysis, given in e for atoms 1 to 8: -0.147 -0.082 -0.452 0.055 -0.111 -0.486 0.230 0.210



8.
Formula: C5H6O2
Source: the OMol25 dataset
Level of theory: the ωB97M-V functional and the def2-TZVPD basis

SMILES ... C[C@@H]1C=CC(=O)O1
HOMO ... -10.445 eV
Relative energy (zero: lowest compared OMol25 entry of this formula, charge and spin) ... 9.8 kJ/mol
2S+1 ... 1
HOMO-LUMO gap ... 0.4058 Eh

Geometry as XYZ:
```
13
Properties=species:S:1:pos:R:3:forces:R:3
C -1.717178 -0.229702 -0.330749 0.00 -0.14 -0.05
C -0.493847 0.049944 0.547699 0.04 0.03 -0.06
O 0.315898 -1.147751 0.672343 -0.09 0.19 -0.06
C 1.581206 -0.922370 0.181087 0.06 0.08 -0.05
O 2.441788 -1.755230 0.105108 -0.61 0.16 0.22
C 1.644008 0.500287 -0.227632 -0.25 0.22 -0.03
C 0.455726 1.056936 -0.016680 0.21 -0.03 -0.04
H -2.028623 -1.254092 -0.122808 -0.09 0.06 -0.11
H -2.570888 0.428849 -0.120422 0.39 -0.04 0.10
H -1.475397 -0.131619 -1.393441 0.02 -0.16 0.15
H -0.840879 0.390065 1.535163 0.27 -0.43 -0.02
H 2.543296 0.928750 -0.642936 -0.07 0.03 0.04
H 0.138796 2.073732 -0.200991 0.12 0.02 -0.08
```
Positions in Å, forces in eV/Å.

Atom charges from the natural (NBO) analysis, given in e for atoms 1 to 8: -0.627 0.049 -0.491 0.747 -0.554 -0.322 -0.139 0.237



- Number 3 is which compound?
  C5H6O